The following is a DFT calculation (wB97M-V/def2-TZVPD) of a cluster of 2 separate species, H4OS2 in total.

Results
E_HOMO (Eh): -0.3417
LUMO (eV): 0.525
HOMO-LUMO gap (eV): 9.82
Energy relative to the best compared isomer or geometry (same formula, charge and spin) (kJ/mol): 18.0
SMILES string: SS.O
Largest force on an atom (eV/Å): 2.07

Atoms and positions in Å:
S  1.12  -0.35  -0.10
S  -0.26  -0.13  1.28
H  0.42  -0.81  -1.17
H  -0.51  -1.42  1.68
H  -0.61  1.33  -1.86
H  -2.09  1.08  -1.42
O  -1.35  0.77  -1.99

Need the Löwdin charges? In units of e they are: atom 1 (S): 0.21, atom 2 (S): 0.20, atom 3 (H): -0.18, atom 4 (H): -0.17, atom 5 (H): 0.00, atom 6 (H): 0.06, atom 7 (O): -0.10

=====

The following is a DFT calculation (wB97M-V/def2-TZVPD) of a cluster of 2 separate species, H4OSSi in total.

Results
E_HOMO (Eh): -0.3558
LUMO (eV): -1.253
HOMO-LUMO gap (eV): 8.43
Energy relative to the best compared isomer or geometry (same formula, charge and spin) (kJ/mol): 196.9
Largest force on an atom (eV/Å): 4.23

Atoms and positions in Å:
O  1.12  0.44  -0.62
Si  0.14  -0.50  0.31
S  -1.78  0.31  0.79
H  1.04  0.47  -1.55
H  0.17  -1.91  -0.17
H  0.81  -0.72  1.57
H  -1.50  1.89  -0.33

Need the Löwdin charges? In units of e they are: atom 1 (O): -0.27, atom 2 (Si): 0.07, atom 3 (S): 0.21, atom 4 (H): 0.02, atom 5 (H): -0.06, atom 6 (H): -0.07, atom 7 (H): 0.10

=====

The following is a DFT calculation (wB97M-V/def2-TZVPD) of a cluster of 2 separate species, H4P2S in total.

Results
E_HOMO (Eh): -0.3255
LUMO (eV): -1.500
HOMO-LUMO gap (eV): 7.36
Energy relative to the best compared isomer or geometry (same formula, charge and spin) (kJ/mol): 109.5
SMILES string: P=S.P
Largest force on an atom (eV/Å): 2.84

Atoms and positions in Å:
P  1.67  -0.53  0.12
P  -2.26  -0.21  0.60
S  -3.76  -0.33  -0.64
H  1.53  0.78  -0.50
H  2.39  -0.86  -0.93
H  -2.40  1.15  0.77
H  2.83  0.01  0.58

Need the Löwdin charges? In units of e they are: atom 1 (P): 0.61, atom 2 (P): 0.24, atom 3 (S): -0.01, atom 4 (H): -0.14, atom 5 (H): -0.24, atom 6 (H): -0.24, atom 7 (H): -0.22

=====

The following is a DFT calculation (wB97M-V/def2-TZVPD) of a cluster of 2 separate species, H4S2 in total.

Results
E_HOMO (Eh): -0.3481
LUMO (eV): 0.725
HOMO-LUMO gap (eV): 10.20
Energy relative to the best compared isomer or geometry (same formula, charge and spin) (kJ/mol): 13.7
SMILES string: S.S
Largest force on an atom (eV/Å): 0.39

Atoms and positions in Å:
S  14.92  4.33  -0.07
H  15.73  4.58  -1.12
H  13.84  4.23  -0.86
S  13.25  1.16  -1.22
H  13.26  1.03  0.12
H  12.96  2.47  -1.13

Need the Löwdin charges? In units of e they are: atom 1 (S): 0.47, atom 2 (H): -0.21, atom 3 (H): -0.24, atom 4 (S): 0.46, atom 5 (H): -0.21, atom 6 (H): -0.27